Entry 1:
DFT (ωB97M-V with the def2-TZVPD basis set) results for a 8-piece molecular cluster, ClH14O7 overall.

CARTESIAN COORDINATES (ANGSTROEM)
Cl (0.1673, 0.9981, 0.3198)
O (2.6843, -0.4449, -1.1772)
H (2.1603, -0.7749, -1.9002)
H (2.0633, 0.1071, -0.6732)
O (1.5233, -0.8719, 2.3888)
H (1.1693, -0.2799, 1.6948)
H (2.4963, -0.7719, 2.3498)
O (-2.0477, 1.0801, -1.8512)
H (-1.5527, 1.5281, -1.1532)
H (-1.5327, 0.4721, -2.3792)
O (-0.4417, -1.4709, -1.0672)
H (-0.3657, -0.5419, -0.7882)
H (0.3423, -1.8369, -0.6382)
O (1.1043, 2.2841, -2.3502)
H (0.9033, 2.0921, -1.4492)
H (0.7363, 1.5811, -2.8442)
O (-2.3457, 0.6431, 2.5918)
H (-1.7247, 1.3571, 2.5678)
H (-2.0107, -0.0429, 2.0628)
O (-1.3977, -1.6719, 1.7058)
H (-1.3777, -2.1989, 0.9158)
H (-0.5527, -1.2359, 1.6748)

Atoms 1-6, force components in eV/Å:
0.358 0.680 0.528
0.364 0.016 0.478
-0.311 -0.137 -0.403
0.008 0.046 -0.058
0.791 -0.065 0.009
0.335 0.175 0.178

## Properties
**Total charge**: -1
**Electronic energy**: -27085.9728 eV
**Energy above the lowest of the compared OMol25 structures with the same formula, charge and spin**: 13.1 kcal per mole

***

Entry 2:
DFT (ωB97M-V with the def2-TZVPD basis set) results for ClH14O7 as an isolated structure.

CARTESIAN COORDINATES (ANGSTROEM)
Cl (0.0910, 0.2026, 0.0784)
O (-0.5551, -1.6132, 2.3700)
H (-0.6114, -0.8535, 1.7904)
H (-0.4542, -2.3592, 1.7787)
O (-1.3044, 0.0334, -2.0832)
H (-0.7878, -0.6980, -2.4216)
H (-0.9541, 0.1890, -1.2061)
O (2.4804, -0.4365, -0.9351)
H (3.0837, 0.2792, -1.1352)
H (1.8548, -0.0576, -0.3177)
O (0.8971, 1.2588, -2.1336)
H (0.1467, 1.0778, -2.6995)
H (0.5974, 1.0245, -1.2552)
O (-1.9807, -1.2637, 0.1487)
H (-1.7295, -1.6566, -0.6872)
H (-1.1724, -0.8762, 0.4843)
O (1.8109, 0.6162, 1.8658)
H (1.8394, -0.2045, 2.3576)
H (1.2582, 0.4231, 1.1085)
O (-1.8619, 1.7613, 0.8703)
H (-1.3286, 2.0262, 1.6197)
H (-1.3194, 1.1268, 0.4019)

Atoms 1-6, force components in eV/Å:
0.633 -0.964 1.377
0.464 -0.409 1.266
0.249 0.145 0.714
-0.166 -0.089 -0.166
-2.090 -0.442 -2.805
0.232 -0.129 -0.094

## Properties
**Total charge**: -1
**Electronic energy**: -27080.8361 eV
**Energy above the lowest of the compared OMol25 structures with the same formula, charge and spin**: 131.6 kcal per mole

***

Entry 3:
DFT (ωB97M-V with the def2-TZVPD basis set) results for a 9-piece molecular cluster, ClH16O12 overall.

CARTESIAN COORDINATES (ANGSTROEM)
Cl (-0.0834, -0.0366, 1.1543)
O (-0.3734, 0.8214, -0.0167)
O (0.5406, -1.3736, 0.7403)
O (0.7956, 0.7694, 2.0923)
O (-1.4384, -0.2746, 1.7553)
O (0.9966, 3.4784, 0.4143)
H (0.9796, 2.7554, 1.0203)
H (1.0446, 2.9734, -0.4017)
O (0.2156, -0.6156, -2.1597)
H (0.1166, -1.5666, -1.9477)
H (-0.0424, -0.1266, -1.3747)
O (-0.5104, -3.1256, -1.3747)
H (-0.7734, -3.2556, -2.2967)
H (-1.2374, -2.8146, -0.8697)
O (1.8456, -3.8096, 1.2853)
H (1.2456, -3.0986, 1.4863)
H (1.2586, -4.3676, 0.7623)
O (0.1356, 2.9204, -2.2517)
H (-0.6334, 2.6504, -1.7527)
H (0.1126, 2.2994, -2.9787)
O (3.5596, 1.9584, 1.6723)
H (4.3326, 1.4104, 1.7483)
H (2.7896, 1.4464, 1.9793)
O (-2.5794, -2.3056, 0.2063)
H (-1.9994, -1.7986, 0.7743)
H (-3.3184, -1.7556, 0.0963)
O (-2.2424, 2.6384, 0.0603)
H (-3.1114, 2.2704, -0.0127)
H (-1.6244, 1.9324, 0.1903)

Atoms 1-6, force components in eV/Å:
0.022 -0.239 1.124
1.183 -1.144 0.852
-1.523 3.740 1.161
-1.784 -2.249 -1.867
2.426 -0.101 -0.258
0.042 0.436 -0.457

## Properties
**Total charge**: -1
**Electronic energy**: -37347.4904 eV
**Energy above the lowest of the compared OMol25 structures with the same formula, charge and spin**: 25.5 kcal per mole

***

electronic energy of number 2 (ClH14O7)? -27080.8361 eV

***

Look up the total charge of the third one. -1

***

Number 1 is which compound? ClH14O7

***

Which of these has the highest energy above the lowest of the compared OMol25 structures with the same formula, charge and spin? number 2